Density functional theory data (ωB97M-V/def2-TZVPD) for a molecular structure, C40H26F3N2O3RuSSb.

* net charge: +2
* energy relative to the best compared isomer or geometry (same formula, charge and spin): 6.6 kcal/mol
* multiplicity: 5
* lowest unoccupied orbital energy (spin up / spin down): -7.387 / -8.927 eV

Element x y z (Å)
Ru  -0.2946  -1.2526  0.2609
C  3.6173  -2.7229  -0.6170
C  4.0399  -3.0291  0.6722
C  3.2077  -2.8277  1.7673
C  1.9367  -2.3052  1.5813
C  1.5071  -1.9760  0.2652
C  2.3537  -2.1970  -0.8277
C  0.9598  -2.1157  2.6705
C  1.2891  -2.2523  4.0221
C  0.3094  -2.0758  4.9648
C  -1.0095  -1.7826  4.5790
C  -2.0449  -1.6336  5.5314
C  -3.3238  -1.3845  5.1219
C  -3.6091  -1.2819  3.7473
C  -2.6305  -1.4134  2.7954
C  -1.3060  -1.6610  3.1970
N  -0.2912  -1.8045  2.2736
H  4.2790  -2.8953  -1.4547
H  5.0273  -3.4427  0.8274
H  3.5624  -3.1038  2.7502
H  2.0444  -1.9443  -1.8347
H  2.2997  -2.4910  4.3127
H  0.5419  -2.1711  6.0180
H  -1.8027  -1.7316  6.5812
H  -4.1214  -1.2760  5.8429
H  -4.6273  -1.1026  3.4291
H  -2.8891  -1.3369  1.7510
O  -5.7208  -2.1409  -2.7811
S  -4.7173  -1.1495  -2.9325
O  -4.9430  0.0828  -3.6083
N  -4.0819  -0.7817  -1.3906
C  -2.8643  -1.1380  -1.3524
O  -2.1170  -0.9388  -0.2667
C  -2.2560  -1.7732  -2.5383
C  -0.9581  -2.2001  -2.7410
C  -0.6253  -2.7615  -3.9651
C  -1.5931  -2.8737  -4.9615
C  -2.8962  -2.4255  -4.7677
C  -3.2031  -1.8742  -3.5428
H  -0.2011  -2.0734  -1.9532
H  0.3781  -3.1152  -4.1567
H  -1.3227  -3.3152  -5.9110
H  -3.6342  -2.5095  -5.5536
F  -0.5348  3.7830  -5.8219
C  -0.3040  3.2097  -4.6484
C  -1.0435  2.0926  -4.2958
C  -0.7945  1.4983  -3.0710
C  0.1753  2.0210  -2.2226
C  0.9012  3.1566  -2.5965
C  0.6638  3.7572  -3.8194
Sb  0.5491  1.2980  -0.3045
C  2.6163  1.3977  -0.0533
C  3.4206  1.2045  -1.1750
C  4.7983  1.2094  -1.0533
C  5.3484  1.3999  0.2037
F  6.6707  1.3996  0.3287
C  4.5719  1.5953  1.3350
C  3.1952  1.5916  1.1982
C  -0.4772  2.5515  0.9991
C  -1.4097  3.4321  0.4517
C  -2.0934  4.3125  1.2717
C  -1.8355  4.2848  2.6316
F  -2.4842  5.1295  3.4228
C  -0.9313  3.4019  3.2045
C  -0.2560  2.5248  2.3773
H  -1.8028  1.7158  -4.9667
H  -1.3821  0.6378  -2.7855
H  1.6531  3.5854  -1.9436
H  1.2054  4.6369  -4.1370
H  2.9843  1.0679  -2.1587
H  5.4481  1.0812  -1.9078
H  5.0501  1.7610  2.2898
H  2.5905  1.7640  2.0795
H  -1.6058  3.4491  -0.6135
H  -2.8162  5.0127  0.8777
H  -0.7764  3.4168  4.2739
H  0.4359  1.8190  2.8234

Density functional theory data (ωB97M-V/def2-TZVPD) for a molecular structure, C40H26F5I2MoN5O2SSb.

* net charge: +1
* energy relative to the best compared isomer or geometry (same formula, charge and spin): 18.4 kcal/mol
* lowest unoccupied orbital energy (spin up / spin down): -4.138 / -4.129 eV

Element x y z (Å)
Mo  -0.7757  -0.2050  1.8287
I  0.5333  7.3282  3.1894
C  0.1069  5.3958  2.5543
C  -0.7929  5.1963  1.5144
C  -1.0843  3.9041  1.1065
I  -2.4615  3.5710  -0.4123
C  -0.4681  2.8264  1.7256
O  -0.7699  1.5758  1.3493
C  0.4423  3.0169  2.7621
C  1.2523  1.8892  3.3571
N  0.5590  0.5999  3.5665
C  -0.3346  0.5662  4.7454
C  -1.7202  1.0633  4.4201
C  -2.4247  1.8889  5.2763
C  -3.7109  2.2748  4.9308
C  -4.2517  1.8320  3.7356
C  -3.4877  1.0148  2.9251
N  -2.2532  0.6305  3.2635
C  0.7169  4.3152  3.1745
H  -1.2669  6.0344  1.0257
H  2.0922  1.6750  2.6893
H  1.6676  2.2350  4.3097
H  1.2946  -0.0880  3.7165
H  -0.4168  -0.4806  5.0534
H  0.0839  1.1308  5.5831
H  -1.9679  2.2274  6.1951
H  -4.2794  2.9209  5.5850
H  -5.2459  2.1160  3.4249
H  -3.8527  0.6576  1.9711
H  1.4207  4.4798  3.9798
O  -0.6103  -1.8560  2.6037
N  -0.4920  -3.0528  3.1698
C  -0.4517  -4.0062  2.2904
C  -0.3027  -5.3562  2.7891
N  -0.1819  -6.4393  3.1423
C  -0.5286  -3.8386  0.8461
N  -0.5347  -3.7210  -0.3048
S  1.2956  -0.5679  0.5771
Sb  1.4893  -0.8072  -1.7500
C  3.3912  -1.6699  -1.9065
C  4.3572  -1.0744  -2.7105
C  5.5926  -1.6879  -2.8626
C  5.8560  -2.8884  -2.2200
C  4.8909  -3.4790  -1.4172
C  3.6551  -2.8710  -1.2569
C  0.4227  -1.7756  -3.2741
C  0.6872  -3.1195  -3.5205
C  0.1158  -3.7263  -4.6275
C  -0.6995  -2.9928  -5.4776
C  -0.9562  -1.6545  -5.2240
C  -0.4067  -1.0379  -4.1099
C  1.6168  1.1753  -2.4398
C  1.8692  1.4233  -3.7882
C  1.9628  2.7292  -4.2448
C  1.7936  3.7864  -3.3610
C  1.5362  3.5393  -2.0210
C  1.4541  2.2350  -1.5565
H  4.1614  -0.1324  -3.2070
H  6.3492  -1.2259  -3.4807
H  6.8182  -3.3648  -2.3430
H  5.1008  -4.4123  -0.9131
H  2.9066  -3.3302  -0.6203
H  1.3329  -3.6889  -2.8652
H  0.3147  -4.7693  -4.8300
H  -1.1410  -3.4697  -6.3412
H  -1.5980  -1.0896  -5.8854
H  -0.6197  0.0026  -3.9076
H  1.9848  0.6054  -4.4898
H  2.1606  2.9206  -5.2905
H  1.8631  4.8043  -3.7192
H  1.3994  4.3636  -1.3330
H  1.2526  2.0397  -0.5086
F  -3.3124  -2.1687  2.2238
C  -3.2457  -1.8352  0.9131
C  -2.2846  -0.9399  0.4700
C  -2.3397  -0.6670  -0.8864
F  -1.4544  0.2139  -1.4281
C  -3.2684  -1.2224  -1.7502
F  -3.3133  -0.8883  -3.0389
C  -4.1851  -2.1380  -1.2578
F  -5.0807  -2.6922  -2.0708
C  -4.1719  -2.4528  0.0895
F  -5.0559  -3.3210  0.5791